# 1
Entry from OMol25: 8 unconnected molecules or ions with the total composition C24H48Cl8O12 at a distorted geometry (wB97M-V/def2-TZVPD).

Properties
Frontier orbital gap, eV: 10.940
Relative energy (zero: lowest compared OMol25 entry of this formula, charge and spin), kcal per mole: 0.0
Multiplicity: 1
Charge: 0
Strongest force on any atom, Eh/bohr: 0.03612
SMILES string: CCOC(=O)OC.CCOC(=O)OC.CCOC(=O)OC.CCOC(=O)OC.ClCCCl.ClCCCl.ClCCCl.ClCCCl

CARTESIAN COORDINATES (ANGSTROEM)
C1 -1.80724 6.85559 -3.59948
C2 -0.35729 6.48835 -3.91588
O1 0.18158 5.84805 -2.75659
C3 1.15103 6.41126 -2.05322
O2 1.60435 7.50105 -2.23932
O3 1.55755 5.61644 -1.06029
C4 1.20370 4.22935 -1.07967
H1 -2.30638 7.33361 -4.44639
H2 -1.98224 7.47950 -2.72392
H3 -2.35497 5.92266 -3.44393
H4 0.24046 7.33467 -4.23667
H5 -0.45508 5.69178 -4.65150
H6 1.84229 3.68665 -1.77533
H7 0.14171 4.07817 -1.23528
H8 1.55306 3.88541 -0.10770
C5 -3.72140 3.63831 -0.71083
C6 -5.05461 2.92451 -0.92725
O4 -5.05756 2.15957 -2.12423
C7 -4.47915 0.98149 -2.11880
O5 -3.90446 0.47279 -1.18963
O6 -4.56681 0.47675 -3.34845
C8 -3.82854 -0.67887 -3.69130
H9 -3.78368 4.18000 0.23708
H10 -3.58401 4.43478 -1.44792
H11 -2.83149 3.01501 -0.69779
H12 -5.90012 3.60034 -0.95740
H13 -5.16771 2.27521 -0.05627
H14 -3.35669 -0.50657 -4.65649
H15 -4.50711 -1.52885 -3.75739
H16 -3.05416 -0.88107 -2.94901
C9 3.51044 -5.95807 -0.73058
C10 2.40008 -5.79170 -1.74948
O7 1.83666 -4.49027 -1.52183
C11 1.04352 -4.05143 -2.49200
O8 0.70958 -4.68342 -3.45450
O9 0.69001 -2.81020 -2.21098
C12 -0.13162 -2.14123 -3.17035
H17 4.26836 -5.18902 -0.86032
H18 3.96908 -6.94412 -0.78507
H19 3.06363 -5.87793 0.26312
H20 1.60944 -6.53455 -1.65621
H21 2.79187 -5.85328 -2.76429
H22 -1.14618 -2.53045 -3.12383
H23 0.29145 -2.30249 -4.16325
H24 -0.06923 -1.07638 -2.95854
C13 -1.70832 2.21226 2.99193
C14 -1.19775 0.90033 3.56409
O10 -1.28159 0.84795 4.99923
C15 -2.38064 0.37446 5.54012
O11 -3.30281 -0.11144 4.91936
O12 -2.34620 0.49261 6.85653
C16 -3.35791 -0.23082 7.56436
H25 -2.78085 2.27033 3.19927
H26 -1.55621 2.17405 1.91500
H27 -1.23115 3.03872 3.51221
H28 -0.11958 0.88734 3.41394
H29 -1.65004 0.00442 3.14706
H30 -3.23408 0.04011 8.60952
H31 -3.14859 -1.29255 7.44221
H32 -4.35731 0.03696 7.23435
Cl1 -1.25629 -3.30892 3.33855
C17 0.01581 -4.57386 3.36102
C18 0.91675 -4.50794 2.11909
Cl2 2.07657 -5.82703 2.22701
H33 -0.53732 -5.50812 3.37242
H34 0.58666 -4.45159 4.27544
H35 1.44350 -3.55734 2.11458
H36 0.30372 -4.65167 1.23462
Cl3 -0.15996 1.08787 -0.96215
C19 -0.88707 -0.37440 -0.29289
C20 0.15696 -1.39809 0.16125
Cl4 1.23958 -0.67210 1.37340
H37 -1.51080 -0.81002 -1.07361
H38 -1.58557 -0.05111 0.47579
H39 0.78244 -1.60611 -0.69930
H40 -0.37923 -2.23494 0.59757
Cl5 3.23548 1.55072 -1.82002
C21 4.30192 0.13770 -1.99128
C22 3.39293 -1.04205 -2.28559
Cl6 4.35766 -2.51255 -2.57422
H41 4.74453 0.00060 -1.00729
H42 5.06883 0.31309 -2.73755
H43 2.68881 -0.84070 -3.08875
H44 2.82126 -1.31930 -1.40307
Cl7 4.19500 -2.37675 0.65330
C23 4.38173 -2.02017 2.35849
C24 5.55704 -1.13185 2.71831
Cl8 5.54255 0.39541 1.83875
H45 4.51987 -2.94673 2.92121
H46 3.43122 -1.59555 2.67406
H47 6.51368 -1.61290 2.53650
H48 5.44265 -0.88978 3.77412

Forces on the atoms, in the same order (eV/Å):
C -0.452 -0.174 -0.187
C -1.287 0.085 0.417
O -0.221 -0.725 -0.338
C 0.158 0.124 0.161
O 0.154 0.365 -0.009
O 0.053 0.238 -0.217
C 0.789 -0.034 0.689
H 0.265 0.073 -0.062
H 0.427 0.088 0.020
H 0.006 0.028 0.144
H 0.216 -0.112 0.031
H 0.635 0.192 -0.296
H -0.394 0.184 -0.483
H 0.038 -0.131 0.004
H -0.475 -0.111 0.149
C -0.497 1.180 -0.221
C 1.264 -0.434 1.290
O -0.826 0.476 -0.584
C 0.914 -0.364 0.045
O -0.035 -0.177 0.158
O -0.409 0.513 -0.359
C 0.297 -0.414 0.313
H 0.057 -0.204 0.117
H 0.088 -0.194 -0.180
H -0.209 -0.346 -0.027
H 0.001 0.115 -0.308
H -0.339 -0.253 -0.220
H -0.123 0.087 -0.027
H 0.058 -0.016 0.010
H -0.131 0.008 0.006
C -0.561 -0.078 0.242
C 0.643 -0.324 -0.056
O -0.107 0.285 0.095
C 0.322 -0.801 -0.042
O -0.247 0.014 -0.398
O -0.120 0.575 -0.045
C 0.442 -0.211 -0.560
H 0.041 0.016 -0.002
H 0.021 -0.041 -0.249
H 0.499 0.120 -0.503
H -0.012 -0.069 0.098
H -0.126 0.144 -0.072
H -0.060 0.101 -0.046
H -0.226 -0.089 -0.017
H -0.153 -0.032 0.256
C -0.913 -0.926 0.738
C 0.898 0.286 0.071
O 0.452 0.562 0.431
C -1.224 -0.577 -0.884
O 0.168 0.048 0.169
O 0.411 0.292 0.406
C 0.271 -0.024 0.171
H -0.010 0.145 -0.215
H 0.153 0.420 -0.031
H 0.216 0.144 -0.384
H -0.043 -0.351 -0.179
H -0.114 0.079 -0.092
H 0.050 0.041 -0.032
H -0.340 -0.051 -0.021
H 0.020 -0.100 -0.176
Cl 0.231 0.133 -0.147
C -0.101 -0.133 -0.384
C -0.979 0.454 0.870
Cl 0.068 -0.301 0.637
H 0.194 -0.127 0.122
H 0.016 -0.019 0.015
H 0.083 -0.026 -0.318
H 0.194 0.126 -0.186
Cl 0.114 0.272 -0.275
C -0.438 -0.479 0.251
C -0.475 1.594 -0.336
Cl 0.008 -0.047 0.396
H 0.100 -0.060 -0.009
H 0.193 -0.111 0.233
H -0.130 -0.462 0.544
H 0.303 -0.282 -0.066
Cl 0.132 0.304 -0.148
C -0.386 -0.447 0.562
C -0.039 -0.108 0.488
Cl 0.158 -0.062 -0.576
H 0.248 -0.054 -0.126
H -0.131 0.062 -0.149
H 0.282 -0.157 -0.292
H -0.094 0.423 0.029
Cl 0.320 -0.372 -0.313
C -0.056 -0.060 0.818
C -0.435 -0.192 0.049
Cl -0.002 0.450 -0.226
H -0.062 -0.123 -0.254
H 0.115 0.231 0.078
H -0.029 -0.050 -0.016
H 0.227 -0.040 0.023

These are the Mulliken partial charges, in e, on atoms 1 to 5: -0.98, -0.31, -0.29, 0.64, -0.58

# 2
Entry from OMol25: 5 unconnected molecules or ions with the total composition C24H48F2O15 at a distorted geometry (wB97M-V/def2-TZVPD).

Properties
Frontier orbital gap, eV: 9.548
Relative energy (zero: lowest compared OMol25 entry of this formula, charge and spin), kcal per mole: 52.3
Multiplicity: 1
Charge: 0
Strongest force on any atom, Eh/bohr: 0.07928
SMILES string: O=C1OC[C@@H](F)O1.O=C1OC[C@@H](F)O1.COCCOCCOC.COCCOCCOC.COCCOCCOC

CARTESIAN COORDINATES (ANGSTROEM)
O1 -16.22143 -11.92076 -7.24930
C1 -15.67761 -11.87929 -6.18026
O2 -14.35223 -11.51194 -5.89955
C2 -14.29025 -11.10096 -4.55129
C3 -15.32252 -12.03741 -4.02757
F1 -15.90491 -11.47798 -2.97958
O3 -16.28273 -11.95838 -5.05200
H1 -13.40785 -11.45948 -4.02128
H2 -14.51540 -10.05589 -4.33862
H3 -15.13734 -13.09521 -3.84084
O4 -14.95564 -7.28192 -3.49402
C4 -15.99892 -7.89425 -3.76446
O5 -16.18627 -8.41163 -4.96940
C5 -17.54528 -8.54661 -5.24307
C6 -18.05894 -8.81643 -3.84358
F2 -18.22279 -10.08988 -3.56529
O6 -17.13409 -8.07647 -3.00351
H4 -17.91209 -7.70455 -5.83001
H5 -17.58462 -9.42822 -5.88285
H6 -19.07522 -8.42421 -3.80555
C7 -14.66716 -3.61870 -4.29808
O7 -13.28109 -3.62561 -4.62962
C8 -12.39294 -4.57012 -3.99249
C9 -11.89493 -4.24428 -2.59388
O8 -12.89044 -4.18957 -1.61798
C10 -13.53510 -5.40920 -1.28703
C11 -14.67601 -5.29863 -0.25342
O9 -14.23181 -4.71307 0.99821
C12 -13.55006 -5.67033 1.82063
H7 -14.79657 -3.28860 -3.26736
H8 -15.05034 -4.63904 -4.31075
H9 -15.36216 -3.09681 -4.95586
H10 -11.55948 -4.72413 -4.67786
H11 -12.86387 -5.53648 -4.17271
H12 -11.28386 -3.34200 -2.61813
H13 -11.17284 -4.97128 -2.22219
H14 -12.82448 -5.95653 -0.66772
H15 -13.71434 -6.09163 -2.11784
H16 -15.15147 -6.27202 -0.13274
H17 -15.32969 -4.57416 -0.73917
H18 -12.56725 -5.85185 1.38560
H19 -14.08341 -6.61965 1.77137
H20 -13.39197 -5.29583 2.83199
C13 -19.73378 -11.84603 0.03327
O10 -20.58614 -10.68234 0.17931
C14 -20.58518 -9.59341 -0.74697
C15 -19.31702 -8.62492 -0.73172
O11 -19.15742 -7.79158 0.45617
C16 -17.78960 -7.36763 0.62939
C17 -17.92047 -6.16305 1.61226
O12 -17.99179 -6.57690 2.94576
C18 -16.79156 -7.10426 3.52101
H21 -20.07445 -12.57454 0.76901
H22 -18.68386 -11.57632 0.14740
H23 -19.78821 -12.37780 -0.91666
H24 -21.47284 -8.97750 -0.60272
H25 -20.84921 -9.95124 -1.74213
H26 -19.26960 -8.00095 -1.62419
H27 -18.41691 -9.17618 -1.00381
H28 -17.46560 -7.13160 -0.38423
H29 -17.14776 -8.20419 0.90569
H30 -18.83645 -5.60557 1.41651
H31 -17.00641 -5.57868 1.50686
H32 -16.13144 -7.69861 2.88929
H33 -17.07004 -7.77490 4.33389
H34 -16.23848 -6.32745 4.04900
C19 -20.10754 -11.86849 -6.81318
O13 -20.58294 -10.59426 -7.14608
C20 -21.51775 -10.07314 -6.21892
C21 -21.78083 -8.61214 -6.34317
O14 -20.69993 -7.69239 -6.15580
C22 -20.97443 -6.34858 -6.40005
C23 -19.74728 -5.44872 -6.08624
O15 -19.29286 -5.57193 -4.76684
C24 -18.07528 -4.90140 -4.44018
H35 -19.56333 -11.89095 -5.86902
H36 -19.64362 -12.38341 -7.65445
H37 -20.99506 -12.50045 -6.84543
H38 -21.41338 -10.23754 -5.14645
H39 -22.48615 -10.51669 -6.45037
H40 -22.51829 -8.45391 -5.55627
H41 -22.39716 -8.38136 -7.21205
H42 -21.87188 -6.13195 -5.82062
H43 -21.34281 -6.33325 -7.42581
H44 -19.97068 -4.40033 -6.28395
H45 -18.95171 -5.66760 -6.79846
H46 -17.28428 -5.32170 -5.06129
H47 -17.93956 -5.07757 -3.37311
H48 -18.06418 -3.82997 -4.64022

Forces on the atoms, in the same order (eV/Å):
O 1.280 -0.354 0.782
C 0.913 1.923 -2.522
O 0.127 0.174 -1.888
C 0.807 -2.167 0.857
C -1.457 1.052 0.165
F -0.654 0.135 2.030
O -2.250 -1.397 1.595
H 0.794 0.652 -0.738
H -0.036 -0.134 -0.351
H 0.629 0.110 0.094
O -3.336 -2.109 0.221
C 2.377 2.029 0.306
O 1.978 0.656 -0.467
C 0.205 -1.783 -0.575
C -2.303 3.082 -1.349
F 1.009 -1.894 0.849
O 0.421 -0.876 -0.841
H -0.336 0.169 0.674
H -0.626 -0.098 0.081
H 0.214 0.797 0.717
C 0.368 -1.477 1.291
O 0.354 0.994 -0.349
C -0.999 -0.460 -1.269
C 0.101 -0.881 -0.145
O -1.701 1.144 0.359
C 1.622 -1.255 1.587
C 0.958 2.016 -1.097
O -0.537 -0.910 -0.353
C 0.219 0.288 -1.230
H -0.141 0.358 0.018
H 0.051 -0.457 0.023
H 0.936 0.593 -0.404
H 0.415 0.815 0.041
H -0.374 -0.419 1.076
H -0.684 0.519 0.165
H 0.312 -0.700 -0.572
H 0.804 -0.457 -0.184
H -0.584 0.537 -0.151
H -0.016 -0.041 0.105
H -0.707 0.029 0.675
H 0.272 -0.102 0.142
H -0.149 -0.133 0.499
H -0.448 0.080 -0.138
C -0.288 1.030 -0.385
O 0.012 -0.086 -0.044
C 0.976 0.612 0.215
C -0.273 -0.553 0.129
O -0.224 -1.841 -1.107
C -2.081 0.549 -0.549
C 1.736 -1.220 -0.486
O 0.244 -0.887 0.843
C -0.643 0.133 0.801
H 0.188 0.371 0.257
H 0.067 -0.026 0.380
H -0.431 0.363 -0.500
H -0.005 -0.030 1.052
H 0.958 -0.263 -0.557
H -1.069 0.657 -0.059
H 0.358 -0.726 1.032
H 0.455 0.859 0.005
H 0.008 -0.015 0.710
H 0.256 -0.042 -0.248
H -0.058 0.651 -0.272
H -0.140 0.289 -0.524
H -0.402 -0.142 -0.123
H 0.290 0.367 -0.456
C -1.504 -0.996 -0.644
O 0.713 1.315 0.449
C -0.122 -0.146 -0.594
C -0.712 1.694 0.061
O 1.123 -2.249 0.320
C -0.668 -0.177 0.385
C -0.369 -0.012 -0.653
O -0.349 -0.243 0.593
C -0.558 -0.542 -0.503
H 0.097 -0.205 -0.129
H 1.106 0.950 -0.003
H -0.388 -0.476 1.229
H 1.169 -0.722 0.073
H -0.366 -0.210 0.042
H -0.152 0.266 0.525
H 0.585 0.156 -0.781
H 0.059 0.802 0.507
H 0.507 0.917 -0.498
H -0.508 0.181 -0.107
H 0.297 -0.438 -0.142
H 0.424 -0.163 0.202
H 0.293 -0.005 -0.177
H -0.441 0.205 -0.001

These are the Mulliken partial charges, in e, on atoms 1 to 5: -0.53, 0.70, -0.41, 0.19, -0.01

Question: Number 2 is which compound?
Answer: C24H48F2O15